A | C5H7P | ωB97M-V/def2-TZVPD

Results
HOMO level	-9.213	eV
LUMO	-0.31	eV
orbital gap	8.9	eV

Geometry as ORCA input:
```
! wB97M-V def2-TZVPD RIJCOSX def2/J DEFGRID3
* xyz 0 1
C -2.215 0.755 0.112
C -1.677 1.807 -0.429
C 0.872 0.353 -0.270
C 0.139 -0.574 0.364
C 0.691 -1.905 0.802
P 0.269 2.004 -0.661
H -0.845 -0.530 0.485
H -2.214 2.705 -0.682
H 1.943 0.371 -0.303
H 1.708 -1.831 0.400
H 0.256 -2.856 0.310
H 0.823 -2.034 1.864
H 0.249 1.735 -1.992
*
```

natural (NBO) population analysis, charges in e, atoms 1 to 6: 0.1721 -0.8404 -0.5381 -0.1125 -0.6516 0.6289

---

B | C5H7P | ωB97M-V/def2-TZVPD

Results
HOMO level	-8.980	eV
LUMO	0.49	eV
orbital gap	9.5	eV

Geometry as ORCA input:
```
! wB97M-V def2-TZVPD RIJCOSX def2/J DEFGRID3
* xyz 0 1
C -1.757 1.366 0.175
C 0.955 0.342 -0.725
C -0.968 -1.251 0.137
C 0.369 1.014 0.458
C 0.371 -0.517 0.364
P -2.414 -0.136 -0.134
H -2.027 2.369 0.029
H 0.559 0.477 -1.736
H 2.096 0.404 -0.897
H -0.864 -1.942 -0.773
H -1.085 -1.861 1.129
H 1.076 1.686 0.972
H 1.093 -1.173 1.068
*
```

natural (NBO) population analysis, charges in e, atoms 1 to 6: -0.6091 -0.4759 -0.7428 -0.1660 -0.2633 0.6734

---

In terms of stability, B leads; the second structure lies 51.8 kJ/mol higher.

---

A | C2H5O4PS | ωB97M-V/def2-TZVPD

Results
HOMO level	-0.399	eV
LUMO	6.54	eV
orbital gap	6.9	eV

Geometry as ORCA input:
```
! wB97M-V def2-TZVPD RIJCOSX def2/J DEFGRID3
* xyz -2 1
C -0.101 0.685 0.480
C 1.132 -0.070 0.369
O 1.408 0.191 -2.298
O -0.260 -1.628 -1.471
O 2.373 -2.019 -1.270
O 1.998 -0.174 1.164
P 1.340 -0.964 -1.308
S -2.707 0.532 2.400
H -0.468 0.950 -0.484
H -0.988 0.025 0.849
H -0.183 1.462 1.283
H -0.543 -0.747 -1.761
H -3.000 1.758 2.049
*
```

natural (NBO) population analysis, charges in e, atoms 1 to 6: -0.8002 0.2745 -1.2027 -1.0042 -1.1591 -0.5887

---

B | C2H5O4PS | ωB97M-V/def2-TZVPD

Results
HOMO level	1.005	eV
LUMO	6.18	eV
orbital gap	5.2	eV

Geometry as ORCA input:
```
! wB97M-V def2-TZVPD RIJCOSX def2/J DEFGRID3
* xyz -2 1
C 1.261 -0.601 0.036
C -2.255 0.174 -0.175
O -2.912 0.977 0.772
O -0.016 1.717 -0.794
O -0.192 1.149 1.656
O -2.357 0.841 -1.353
P -0.252 0.633 0.248
S -2.726 -1.459 -0.025
H 0.878 -1.383 -0.749
H 2.235 -0.218 -0.271
H 1.340 -1.111 0.970
H -1.421 1.514 -1.418
H -2.416 0.847 1.668
*
```

natural (NBO) population analysis, charges in e, atoms 1 to 6: -0.9925 0.1551 -0.7888 -1.2074 -1.2228 -0.8210

---

In terms of stability, A leads; the second structure lies 215.7 kJ/mol higher.

---

A | C6H10NO | ωB97M-V/def2-TZVPD

Results
HOMO level	-2.063	eV
LUMO	3.46	eV
orbital gap	5.5	eV

Geometry as ORCA input:
```
! wB97M-V def2-TZVPD RIJCOSX def2/J DEFGRID3
* xyz -1 1
C -0.268 -0.997 -2.096
O 0.064 -2.001 -2.940
C 0.982 -0.591 -1.212
C 0.731 0.517 -0.113
C -0.489 0.347 0.713
C -1.738 0.695 0.451
C 0.353 0.349 2.878
N -0.301 -0.266 2.014
H -0.477 -0.023 -2.613
H -1.133 -1.270 -1.463
H 1.748 -0.253 -1.904
H 1.330 -1.493 -0.707
H 0.821 1.487 -0.607
H 1.595 0.489 0.563
H -1.943 1.151 -0.516
H -2.640 0.472 0.995
H 0.555 0.055 3.907
H 0.808 1.333 2.649
*
```

natural (NBO) population analysis, charges in e, atoms 1 to 6: -0.0131 -0.9672 -0.4087 -0.4744 0.1616 -0.4537

---

B | C6H10NO | ωB97M-V/def2-TZVPD

Results
HOMO level (spin up / spin down)	-1.902 / -1.901	eV
LUMO (spin up / spin down)	3.62 / 3.62	eV
orbital gap (spin up / spin down)	5.5 / 5.5	eV

Geometry as ORCA input:
```
! wB97M-V def2-TZVPD RIJCOSX def2/J DEFGRID3
* xyz -1 1
C 1.778 0.772 -0.119
C 0.419 0.947 0.254
C 2.416 -0.172 -1.023
C -0.607 0.100 0.252
C -0.392 -1.383 0.243
C -2.032 0.612 0.667
N 2.712 -0.363 0.396
O 3.954 0.087 0.687
H 2.447 1.728 0.027
H 0.189 1.998 0.410
H 1.906 -0.990 -1.518
H 3.381 0.054 -1.529
H -1.359 -1.892 0.240
H 0.070 -1.635 1.214
H 0.399 -1.849 -0.482
H -2.129 1.786 0.766
H -2.477 0.068 1.395
H -2.750 0.378 -0.286
*
```

natural (NBO) population analysis, charges in e, atoms 1 to 6: -0.2418 -0.1782 -0.3108 -0.0502 -0.6643 -0.5999

---

In terms of stability, A leads; the second structure lies 197.2 kJ/mol higher.

---

A | C2H4O2 | ωB97M-V/def2-TZVPD

Results
HOMO level	-10.421	eV
LUMO	0.04	eV
orbital gap	10.5	eV

Geometry as ORCA input:
```
! wB97M-V def2-TZVPD RIJCOSX def2/J DEFGRID3
* xyz 0 1
O 2.150 1.897 1.120
C 1.609 0.895 0.554
H 2.090 -0.147 0.727
H 0.706 0.806 -0.107
O -2.701 -1.112 -0.078
C -1.654 -0.835 -0.569
H -1.208 -1.457 -1.432
H -0.993 -0.047 -0.215
*
```

natural (NBO) population analysis, charges in e, atoms 1 to 6: -0.4875 0.2556 0.1118 0.1185 -0.4746 0.2896

---

B | C2H4O2 | ωB97M-V/def2-TZVPD

Results
HOMO level	-9.640	eV
LUMO	0.43	eV
orbital gap	10.1	eV

Geometry as ORCA input:
```
! wB97M-V def2-TZVPD RIJCOSX def2/J DEFGRID3
* xyz 0 1
O -7.088 -2.169 -1.019
C -7.283 -3.012 -0.157
H -8.309 -3.304 0.170
H -6.429 -3.506 0.365
O -8.131 -4.882 -1.490
C -8.042 -5.524 -2.506
H -8.148 -4.989 -3.480
H -7.916 -6.632 -2.552
*
```

natural (NBO) population analysis, charges in e, atoms 1 to 6: -0.5305 0.2879 0.1242 0.1083 -0.5180 0.2965

---

C | C2H4O2 | ωB97M-V/def2-TZVPD

Results
HOMO level	-8.169	eV
LUMO	0.54	eV
orbital gap	8.7	eV

Geometry as ORCA input:
```
! wB97M-V def2-TZVPD RIJCOSX def2/J DEFGRID3
* xyz 0 1
O -1.344 0.272 -0.180
C -0.348 -0.652 -0.035
C 1.272 0.597 -0.015
O 0.765 1.631 0.269
H -0.995 1.121 0.172
H -0.284 -1.119 0.963
H -0.393 -1.408 -0.828
H 1.328 -0.442 -0.346
*
```

natural (NBO) population analysis, charges in e, atoms 1 to 6: -0.6980 -0.2044 0.3035 -0.5000 0.4743 0.1472

---

In terms of stability, B leads; the second structure lies 41.1 kJ/mol higher.

---

A | C2H4O2 | ωB97M-V/def2-TZVPD

Results
HOMO level	-10.295	eV
LUMO	0.79	eV
orbital gap	11.1	eV

Geometry as ORCA input:
```
! wB97M-V def2-TZVPD RIJCOSX def2/J DEFGRID3
* xyz 0 1
O 2.232 -0.482 -4.115
C 3.158 -1.243 -3.923
H 3.343 -1.727 -2.935
H 3.851 -1.516 -4.755
O -3.828 1.492 2.966
C -3.145 1.234 3.946
H -2.169 0.704 3.839
H -3.442 1.539 4.977
*
```

natural (NBO) population analysis, charges in e, atoms 1 to 6: -0.4911 0.2698 0.1115 0.1098 -0.4923 0.2667

---

B | C2H4O2 | ωB97M-V/def2-TZVPD

Results
HOMO level	-10.449	eV
LUMO	0.71	eV
orbital gap	11.2	eV

Geometry as ORCA input:
```
! wB97M-V def2-TZVPD RIJCOSX def2/J DEFGRID3
* xyz 0 1
O 0.383 -0.376 -1.362
C -0.237 0.473 -0.436
C -0.087 -0.241 0.903
O 0.829 -1.021 1.032
H 0.996 -0.851 -0.781
H 0.256 1.467 -0.399
H -1.298 0.668 -0.658
H -0.841 -0.120 1.700
*
```

natural (NBO) population analysis, charges in e, atoms 1 to 6: -0.7041 -0.1742 0.4181 -0.5311 0.4816 0.1897

---

In terms of stability, B leads; the second structure lies 100.7 kJ/mol higher.

---

A | C2H8NO | ωB97M-V/def2-TZVPD

Results
HOMO level	-15.726	eV
LUMO	-3.53	eV
orbital gap	12.2	eV

Geometry as ORCA input:
```
! wB97M-V def2-TZVPD RIJCOSX def2/J DEFGRID3
* xyz 1 1
C -1.065 0.236 0.236
C -2.363 0.041 0.167
N -0.224 -0.077 -0.996
H -0.501 0.600 1.138
H -2.922 0.387 1.047
H -2.943 -0.412 -0.576
H 0.755 -0.072 -0.497
H -0.321 -1.028 -1.280
H -0.115 0.741 -1.560
H 3.731 -0.642 0.463
H 3.049 0.363 1.341
O 2.918 -0.136 0.515
*
```

natural (NBO) population analysis, charges in e, atoms 1 to 6: -0.0948 -0.3144 -0.7322 0.2526 0.2483 0.2319

---

B | C2H8NO | ωB97M-V/def2-TZVPD

Results
HOMO level	-13.713	eV
LUMO	-3.95	eV
orbital gap	9.8	eV

Geometry as ORCA input:
```
! wB97M-V def2-TZVPD RIJCOSX def2/J DEFGRID3
* xyz 1 1
N 1.311 -1.099 -1.391
H 2.332 -1.118 -1.478
H 0.908 -1.872 -0.839
H 0.818 -0.323 -0.902
H 1.097 -1.212 -2.450
C -1.062 0.817 1.896
C -1.006 0.372 0.626
O -0.182 0.818 -0.379
H -1.804 0.571 2.623
H -0.438 1.674 2.289
H -1.675 -0.373 0.171
H -0.297 1.744 -0.164
*
```

natural (NBO) population analysis, charges in e, atoms 1 to 6: -0.9060 0.4565 0.4510 0.4775 0.4613 -0.4422

---

C | C2H8NO | ωB97M-V/def2-TZVPD

Results
HOMO level	-13.596	eV
LUMO	-3.73	eV
orbital gap	9.9	eV

Geometry as ORCA input:
```
! wB97M-V def2-TZVPD RIJCOSX def2/J DEFGRID3
* xyz 1 1
N 0.979 -0.695 -1.227
H 0.911 -0.975 -0.310
H 1.977 -0.666 -1.700
H 0.588 0.240 -1.189
H 0.304 -1.152 -1.757
C -0.109 -0.243 1.612
C -0.872 0.502 0.676
O -0.634 1.275 -0.487
H -0.742 -0.980 2.015
H 0.848 0.093 1.914
H -1.940 0.593 0.971
H -1.311 2.006 -0.519
*
```

natural (NBO) population analysis, charges in e, atoms 1 to 6: -0.8689 0.4453 0.4695 0.4643 0.4375 -0.5562

---

In terms of stability, A leads; the second structure lies 13.5 kJ/mol higher.

---

A | C2H8NO | ωB97M-V/def2-TZVPD

Results
HOMO level	-15.505	eV
LUMO	-3.52	eV
orbital gap	12.0	eV

Geometry as ORCA input:
```
! wB97M-V def2-TZVPD RIJCOSX def2/J DEFGRID3
* xyz 1 1
C -0.162 0.924 -0.574
C 0.885 1.377 -1.267
N -0.675 -0.472 -0.541
H -0.935 1.565 -0.162
H 1.078 2.424 -1.086
H 1.601 0.655 -1.631
H -0.727 -0.604 0.503
H 0.110 -1.060 -0.822
H -1.365 -0.729 -1.243
H 0.514 -2.029 2.152
H -0.202 -0.729 2.725
O -0.122 -1.322 1.947
*
```

natural (NBO) population analysis, charges in e, atoms 1 to 6: -0.0746 -0.3212 -0.7309 0.2212 0.2566 0.2221

---

B | C2H8NO | ωB97M-V/def2-TZVPD

Results
HOMO level	-15.125	eV
LUMO	-3.81	eV
orbital gap	11.3	eV

Geometry as ORCA input:
```
! wB97M-V def2-TZVPD RIJCOSX def2/J DEFGRID3
* xyz 1 1
C -0.882 -0.213 0.338
O -0.411 -1.457 0.794
C 0.017 0.278 -0.815
N 1.117 1.176 -0.270
H -0.816 0.454 1.208
H -1.913 -0.196 -0.009
H -1.005 -2.208 0.665
H 0.477 -0.564 -1.321
H -0.582 0.867 -1.501
H 1.608 1.708 -0.987
H 1.804 0.563 0.179
H 0.731 1.770 0.451
*
```

natural (NBO) population analysis, charges in e, atoms 1 to 6: -0.0865 -0.7245 -0.2488 -0.6680 0.1787 0.2159

---

C | C2H8NO | ωB97M-V/def2-TZVPD

Results
HOMO level	-16.129	eV
LUMO	-4.81	eV
orbital gap	11.3	eV

Geometry as ORCA input:
```
! wB97M-V def2-TZVPD RIJCOSX def2/J DEFGRID3
* xyz 1 1
O 2.023 1.573 0.695
H 2.956 1.455 0.918
H 1.835 2.410 1.143
H -0.112 -1.696 0.828
C -0.771 -1.689 -0.034
C -1.204 -0.361 -0.453
N -0.504 0.708 -0.435
H -0.084 -2.011 -0.836
H -1.527 -2.447 -0.055
H -2.121 -0.316 -1.035
H 0.288 0.836 0.205
H -0.782 1.539 -0.942
*
```

natural (NBO) population analysis, charges in e, atoms 1 to 6: -0.9739 0.5054 0.4879 0.2709 -0.7221 0.3350

---

In terms of stability, C leads; the second structure lies 32.6 kJ/mol higher.

---

A | C8H8O3 | ωB97M-V/def2-TZVPD

Results
HOMO level	-9.275	eV
LUMO	-0.51	eV
orbital gap	8.8	eV

Geometry as ORCA input:
```
! wB97M-V def2-TZVPD RIJCOSX def2/J DEFGRID3
* xyz 0 1
C -0.645 2.068 1.556
C -0.656 0.670 0.766
C 0.010 -0.347 1.744
C 0.169 -1.759 1.286
C 0.106 -2.047 -0.001
C 0.046 -0.963 -0.991
C 0.512 -1.336 -2.310
C -0.499 0.303 -0.623
H -1.429 3.088 1.059
H 0.443 2.428 1.459
H -0.838 1.878 2.650
H 0.313 -0.014 2.816
H 0.826 -2.469 2.033
H 0.486 -2.920 -0.431
H 1.179 0.751 -2.573
H -1.283 2.019 -0.999
O 0.940 -0.220 -3.253
O 0.776 -2.474 -2.699
O -0.455 1.344 -1.487
*
```

natural (NBO) population analysis, charges in e, atoms 1 to 6: -0.6361 -0.1035 -0.1335 -0.2512 -0.1400 -0.2567

---

B | C8H8O3 | ωB97M-V/def2-TZVPD

Results
HOMO level	-8.588	eV
LUMO	0.31	eV
orbital gap	8.9	eV

Geometry as ORCA input:
```
! wB97M-V def2-TZVPD RIJCOSX def2/J DEFGRID3
* xyz 0 1
C -2.870 -0.423 0.160
C -1.546 -1.127 -0.035
C -0.242 -0.310 -0.072
C 0.957 -1.042 -0.111
C 2.179 -0.510 -0.004
C 2.252 0.877 -0.090
C 1.111 1.654 -0.159
C -0.127 1.090 -0.006
H -2.710 0.293 1.090
H -3.720 -1.111 0.341
H -3.084 0.108 -0.756
H 0.888 -2.134 -0.089
H 3.049 -2.334 0.134
H 3.165 1.396 -0.184
H 1.179 2.710 -0.267
H -1.097 2.746 0.212
O -1.399 -2.348 -0.263
O 3.292 -1.359 0.154
O -1.276 1.824 -0.053
*
```

natural (NBO) population analysis, charges in e, atoms 1 to 6: -0.7066 0.5791 -0.1949 -0.2122 0.2743 -0.2109

---

C | C8H8O3 | ωB97M-V/def2-TZVPD

Results
HOMO level	-8.875	eV
LUMO	-0.21	eV
orbital gap	8.7	eV

Geometry as ORCA input:
```
! wB97M-V def2-TZVPD RIJCOSX def2/J DEFGRID3
* xyz 0 1
C 0.649 -1.470 2.665
C 1.064 -1.216 1.151
C 0.455 -0.123 0.263
C -0.718 0.682 0.613
C -1.259 1.424 -0.405
C -0.949 1.202 -1.771
C 0.177 0.429 -2.063
C 0.835 -0.183 -0.971
H 1.180 -2.528 3.105
H -0.366 -1.737 2.960
H 0.919 -0.486 3.358
H -1.051 0.972 1.511
H -2.930 2.590 -0.778
H -1.446 1.705 -2.545
H 1.155 -1.136 -2.903
H 1.916 -0.502 -1.297
O 2.127 -1.748 0.651
O -2.400 2.158 -0.174
O 0.645 -0.034 -3.372
*
```

natural (NBO) population analysis, charges in e, atoms 1 to 6: -0.7327 0.5611 -0.1066 -0.2874 0.3379 -0.3222

---

In terms of stability, B leads; the second structure lies 379.8 kJ/mol higher.